DFT (ωB97M-V/def2-TZVPD) results for a molecular structure, C28H38CaCl2F5N4O7S2 at a distorted geometry.

Output
- Charge: +1
- Multiplicity: 1
- HOMO energy: -10.351 eV

```
87
Properties=species:S:1:pos:R:3:lowdin_charge:R:1
Ca -3.477 -1.577 1.887 1.7030
Cl -3.013 -1.685 -3.829 0.5984
Cl -5.626 -2.880 -3.840 0.5243
S -1.311 -0.523 -0.568 0.4220
S 0.041 -0.884 1.230 0.6058
F 5.620 1.931 1.416 0.0586
F 2.582 -5.324 2.543 0.0117
F -0.112 -1.508 2.726 -0.1969
F -2.767 -0.843 -1.149 -0.2574
F -3.927 5.661 -1.054 0.0683
O 0.932 -1.840 0.615 -0.2282
O -0.604 -1.386 -1.540 -0.2663
O -4.328 1.454 -3.419 0.0013
O 1.915 -5.609 -2.672 0.0566
O -1.236 0.906 -0.757 -0.2404
O -3.037 -0.259 3.684 -0.1705
O 0.488 0.482 1.410 -0.2230
N -3.741 1.509 4.915 0.0741
N 0.606 -3.778 -2.656 0.0081
N -1.650 -1.114 0.771 -0.4711
N -2.217 2.182 -3.321 0.0313
C 3.917 -0.626 -0.462 -0.0574
C 3.462 -4.253 2.554 -0.2357
C 1.304 -4.809 -2.005 -0.5498
C -0.838 4.853 1.297 -0.0741
C 1.232 -4.920 -0.544 -0.0101
C 3.969 -1.938 2.954 -0.0907
C -1.647 5.899 1.644 -0.1103
C -2.612 6.288 0.814 -0.0508
C -1.412 1.193 4.599 0.0344
C 4.131 0.499 0.298 -0.0383
C -2.935 5.467 -0.179 -0.2920
C -3.763 2.900 -5.101 -0.0033
C -1.035 2.997 -3.630 -0.0641
C -1.072 4.083 0.116 -0.0614
C -2.793 0.763 4.316 -0.5258
C 3.049 -2.967 2.970 -0.0302
C 4.789 -4.557 2.236 -0.0129
C 6.621 0.195 0.276 -0.0011
C -3.447 2.156 -3.897 -0.5611
C 5.102 -1.344 -0.919 -0.0674
C 5.304 -2.210 2.588 -0.0757
C -5.231 1.266 4.767 -0.0075
C 5.441 0.903 0.593 -0.2900
C -2.236 4.324 -0.556 -0.0154
C -4.724 -1.379 -3.816 -1.0905
C 5.754 -3.528 2.274 -0.0452
C 0.505 -3.601 -4.121 -0.0649
C 6.376 -0.946 -0.517 -0.1004
H -0.348 -2.968 -4.363 0.0488
H 2.927 -1.008 -0.664 0.0823
H -3.952 3.958 -4.918 0.0993
H 0.011 4.605 1.917 0.0977
H -5.808 1.453 5.673 0.0939
H -1.172 3.876 -4.261 0.0846
H 3.247 0.924 0.751 0.1003
H 5.022 -2.205 -1.566 0.0957
H 5.941 -1.338 2.616 0.0908
H 5.100 -5.551 1.951 0.1158
H 7.147 -1.648 -0.799 0.1021
H -0.489 3.234 -0.206 0.0870
H 1.432 -3.123 -4.438 0.0812
H -0.343 2.376 -4.200 0.0900
H -0.902 0.339 5.046 0.1113
H 0.415 -4.534 -4.678 0.0825
H 0.063 -3.050 -2.215 0.0555
H -1.375 2.003 5.327 0.0961
H -4.907 -0.694 -4.644 0.0289
H 2.144 -4.438 -0.193 0.0808
H -0.946 1.564 3.686 0.0992
H 0.464 -4.292 -0.094 0.0568
H 6.767 -3.883 2.156 0.1030
H -5.633 1.948 4.017 0.0887
H -1.558 6.567 2.487 0.1174
H -2.548 3.847 -1.473 0.1004
H -5.453 0.271 4.383 0.0677
H -2.041 1.847 -2.384 0.0741
H -5.175 -0.852 -2.975 0.0145
H -0.642 3.508 -2.752 0.0688
H -3.053 2.799 -5.922 0.0913
H -3.444 2.295 5.475 0.1487
H 3.728 -0.920 3.222 0.1052
H 2.047 -2.633 3.194 0.0829
H 1.166 -5.928 -0.134 0.0958
H -4.627 2.416 -5.558 0.0925
H -3.170 7.202 0.946 0.1351
H 7.613 0.407 0.646 0.1155
```